ORCA calculation (ωB97M-V/def2-TZVPD) on a structure of composition C60H46ClIN3O10P2W.

Element x y z (Å)
W (-0.003636, 0.189772, -0.413878)
I (1.683775, 1.344864, 2.872735)
Cl (-1.401911, -5.042905, -6.905664)
P (0.261765, 2.508120, -1.353344)
P (-0.214766, -1.483763, 1.814963)
O (-1.652120, 2.818458, 2.424294)
O (-5.616508, -1.028961, -1.968415)
O (0.267243, -1.731811, -1.324337)
O (-1.969039, -0.146844, -0.330293)
O (-0.441317, -0.074294, -2.487688)
O (-0.551202, 1.648634, 0.925279)
O (-3.557536, -1.605220, -1.795802)
O (-6.409606, 3.508085, 1.996735)
O (3.559747, -0.192197, -2.876855)
O (-7.609353, 2.246708, 0.721975)
N (2.143217, 0.171750, -1.179135)
N (-4.514418, -0.918256, -1.482866)
N (-6.554866, 2.597578, 1.207445)
C (-0.501199, -2.235360, -3.543820)
C (-1.332420, 3.316031, -1.544986)
C (-2.915951, 0.333143, 4.242879)
C (-1.804834, -1.079473, 2.627799)
C (-1.452397, -2.630661, -5.710362)
C (0.733579, -3.837428, 4.906879)
C (-3.857547, 4.432513, -1.817808)
C (3.927092, -0.025962, 4.206652)
C (0.629065, 3.395662, -3.944020)
C (4.487426, 0.586956, 0.680296)
C (-5.469482, 0.837707, -0.106872)
C (-1.172381, -1.764422, -4.670679)
C (0.681902, -4.038403, 1.087882)
C (1.386636, 3.549471, -0.374347)
C (-3.052396, 0.500247, 0.019839)
C (1.924337, 4.834076, 1.596598)
C (-1.679850, 2.043790, 1.493763)
C (-1.582117, 4.595020, -1.056196)
C (0.134021, -3.031096, 3.926530)
C (-2.344865, 2.604358, -2.192149)
C (3.229458, 4.993118, 1.152090)
C (-3.601864, 3.166336, -2.329363)
C (-3.035328, -1.649184, 2.306969)
C (-5.345041, 1.869441, 0.799367)
C (4.625612, -0.999802, 4.945523)
C (2.695606, 3.734497, -0.823482)
C (1.019605, 2.457435, -2.999049)
C (2.523786, 0.486157, -2.382700)
C (-4.327563, 0.157638, -0.488001)
C (2.686872, -2.434573, 4.762505)
C (-0.359249, -3.114515, 0.997030)
C (3.023763, -0.948713, -0.714735)
C (2.677121, -0.272639, 3.699733)
C (-0.109544, -3.569072, -3.448656)
C (4.028028, -1.104275, -1.862225)
C (-1.757966, -0.097806, 3.617196)
C (-4.138635, -0.224828, 3.903889)
C (2.031041, -1.537593, 3.869780)
C (-1.467699, -4.576166, -0.574449)
C (-4.122110, 2.246627, 1.327955)
C (1.998130, 1.508533, -3.335803)
C (-0.222180, -1.331984, -2.432426)
C (1.192597, 3.404082, -5.213143)
C (-2.850051, 5.146715, -1.187440)
C (1.008526, 4.115302, 0.847093)
C (2.559116, 1.524593, -4.609652)
C (4.504062, -1.917038, 1.033766)
C (0.631578, -5.229735, 0.379146)
C (-4.190993, -1.224729, 2.943761)
C (-2.981806, 1.573920, 0.935822)
C (-0.456570, -5.515360, -0.431128)
C (-1.405555, -3.374804, 0.111844)
C (-1.051737, -3.957419, -5.607091)
C (3.611679, 4.444427, -0.061201)
C (0.767239, -1.963824, 3.331540)
C (3.992453, -2.165429, 5.243495)
C (2.024705, -3.586984, 5.253375)
C (3.674890, -0.698073, 0.635278)
C (2.154163, 2.466166, -5.546002)
C (-0.380888, -4.437417, -4.489231)
H (-1.980052, -2.294862, -6.591029)
H (2.550722, -4.226329, 5.949927)
H (-5.043599, 0.109891, 4.391182)
H (0.009965, 3.993088, 1.242236)
H (-0.087059, -5.475583, -4.443001)
H (-3.045515, 6.134609, -0.793893)
H (4.458384, -2.903218, 5.883095)
H (-4.386765, 2.612939, -2.827951)
H (3.017116, 3.336445, -1.775992)
H (4.622160, 4.573375, -0.425210)
H (0.392099, -3.920318, -2.557977)
H (-0.801581, 5.160486, -0.565560)
H (3.920418, -2.837235, 0.969014)
H (0.187696, -4.671685, 5.323708)
H (3.311686, 0.800335, -4.878673)
H (1.440770, -5.941200, 0.474674)
H (-0.506525, -6.455397, -0.963300)
H (2.859906, -0.622909, 1.353456)
H (0.874486, 4.143309, -5.934552)
H (5.615195, -0.787453, 5.322234)
H (5.390040, -2.032059, 0.406547)
H (1.535847, -3.847366, 1.723918)
H (-3.117044, -2.433663, 1.572261)
H (-0.129843, 4.125289, -3.692182)
H (5.034106, -0.783527, -1.593492)
H (-4.044764, 3.057341, 2.037128)
H (-6.433461, 0.565260, -0.510506)
H (-2.298719, -4.761934, -1.241307)
H (2.596432, 2.459098, -6.531853)
H (4.365490, 0.953055, 4.074993)
H (-0.814755, 0.354320, 3.894176)
H (-2.146466, -2.619470, -0.105072)
H (-2.856770, 1.113099, 4.988538)
H (2.385035, -1.833085, -0.634371)
H (-5.135990, -1.684110, 2.687122)
H (4.065704, -2.098639, -2.300685)
H (4.847207, -1.816231, 2.064496)
H (3.942103, 5.550765, 1.743848)
H (4.787833, 0.804690, 1.704529)
H (-4.844512, 4.865051, -1.914859)
H (3.915188, 1.442118, 0.317620)
H (-0.854507, -3.318900, 3.587681)
H (5.405194, 0.508707, 0.094461)
H (-2.148936, 1.610112, -2.576965)
H (-1.479898, -0.729898, -4.721880)
H (1.612639, 5.262744, 2.539057)

Cartesian forces, eV/Å:
W -0.171 0.808 -0.192
I -0.017 0.179 0.021
Cl 0.013 0.032 0.037
P 0.481 -0.239 0.145
P 0.278 0.228 0.155
O 0.051 0.139 -0.048
O -0.239 -0.115 -0.068
O -0.140 0.075 -0.192
O -0.441 -0.257 -0.064
O 0.036 -0.049 0.017
O -0.012 -0.491 -0.098
O -0.028 -0.090 0.098
O -0.086 0.008 0.017
O -0.212 0.154 0.225
O -0.058 0.017 0.027
N -0.042 -0.174 -0.395
N 0.319 0.339 0.003
N 0.135 0.017 -0.031
C 0.025 0.066 0.083
C 0.005 0.122 -0.018
C -0.022 -0.029 0.005
C -0.038 0.012 -0.050
C 0.012 0.004 0.067
C 0.099 0.030 -0.011
C -0.007 0.029 0.007
C -0.093 -0.033 -0.005
C 0.006 -0.039 -0.014
C 0.006 0.039 -0.006
C 0.166 0.068 0.134
C 0.060 -0.106 -0.023
C -0.073 0.035 0.073
C 0.054 0.041 -0.046
C 0.334 -0.022 0.094
C 0.059 0.027 -0.016
C -0.052 0.095 0.162
C -0.069 0.010 0.031
C -0.040 -0.153 -0.002
C -0.011 -0.008 0.005
C -0.022 0.003 -0.021
C -0.016 -0.010 -0.011
C 0.026 -0.030 -0.013
C -0.072 -0.007 -0.007
C -0.131 0.013 -0.052
C -0.011 0.001 -0.010
C -0.029 -0.004 -0.032
C -0.080 0.145 0.074
C 0.024 -0.189 -0.077
C 0.076 -0.159 0.089
C 0.023 -0.009 -0.055
C -0.028 -0.039 -0.136
C 0.171 -0.181 0.124
C -0.033 0.009 -0.097
C 0.053 0.035 0.009
C 0.004 0.016 -0.016
C 0.026 -0.007 -0.003
C 0.037 0.084 -0.040
C 0.002 -0.042 0.036
C 0.022 -0.131 -0.093
C 0.046 -0.249 0.382
C 0.017 0.039 0.036
C 0.035 -0.042 -0.011
C 0.024 -0.036 0.013
C -0.092 -0.045 0.023
C -0.084 0.111 -0.128
C 0.007 0.032 0.093
C 0.008 -0.034 -0.032
C -0.026 0.017 0.045
C -0.007 -0.085 -0.204
C -0.013 0.021 0.016
C -0.025 -0.001 0.023
C -0.013 -0.061 -0.075
C -0.023 0.012 0.005
C -0.177 0.071 0.017
C 0.008 0.011 -0.011
C -0.080 0.064 -0.050
C 0.044 -0.086 0.011
C -0.024 -0.020 0.082
C -0.031 0.081 0.000
H -0.004 -0.002 -0.010
H 0.025 -0.019 0.009
H -0.043 0.014 0.021
H -0.006 -0.042 -0.016
H 0.006 -0.030 -0.002
H -0.015 0.016 0.000
H 0.024 -0.012 0.019
H -0.016 -0.006 -0.009
H -0.012 -0.016 -0.012
H 0.009 0.001 -0.005
H 0.036 0.028 0.002
H -0.014 -0.003 -0.044
H -0.037 -0.036 -0.013
H -0.009 -0.012 0.016
H 0.011 -0.021 0.035
H 0.019 -0.018 0.005
H -0.001 -0.039 -0.021
H -0.039 0.032 -0.077
H -0.003 0.019 -0.034
H 0.047 0.016 0.009
H 0.030 -0.002 -0.056
H 0.013 0.024 0.077
H 0.029 -0.033 -0.016
H 0.011 -0.001 0.010
H -0.028 -0.081 0.021
H -0.020 0.017 0.014
H 0.035 0.008 0.007
H -0.036 -0.006 -0.022
H 0.005 0.015 -0.031
H 0.015 0.044 0.009
H -0.020 -0.026 0.007
H -0.039 -0.011 0.021
H -0.001 0.029 0.028
H 0.114 0.032 -0.017
H -0.039 -0.010 -0.008
H -0.035 0.000 0.033
H 0.006 0.012 -0.003
H 0.014 0.012 0.023
H 0.010 -0.008 0.027
H -0.014 0.000 -0.003
H -0.012 -0.005 0.011
H 0.029 0.007 -0.013
H 0.030 -0.011 -0.053
H 0.008 -0.006 -0.012
H -0.002 0.045 0.015
H -0.010 0.015 0.027

As for the charge: +1. As for the expectation value of S²: 2.01. The value obtained for the highest occupied orbital energy (spin up / spin down) is -0.3777 / -0.3869 Ha. The value obtained for the total energy is -4738.17497 hartree. For the energy relative to the best compared isomer or geometry (same formula, charge and spin), the calculation gives 0.0 kJ/mol. Its spin multiplicity is 3. As for the frontier orbital gap (spin up / spin down): 7.250 / 7.330 eV.